{
  "formula": "C41H65F3O36",
  "method": "ωB97M-V with the def2-TZVPD basis set",
  "elements": ["F", "F", "F", "O", "O", "O", "O", "O", "O", "O", "O", "O", "O", "O", "O", "O", "O", "O", "O", "O", "O", "O", "O", "O", "O", "O", "O", "O", "O", "O", "O", "O", "O", "O", "O", "O", "O", "O", "O", "C", "C", "C", "C", "C", "C", "C", "C", "C", "C", "C", "C", "C", "C", "C", "C", "C", "C", "C", "C", "C", "C", "C", "C", "C", "C", "C", "C", "C", "C", "C", "C", "C", "C", "C", "C", "C", "C", "C", "C", "C", "H", "H", "H", "H", "H", "H", "H", "H", "H", "H", "H", "H", "H", "H", "H", "H", "H", "H", "H", "H", "H", "H", "H", "H", "H", "H", "H", "H", "H", "H", "H", "H", "H", "H", "H", "H", "H", "H", "H", "H", "H", "H", "H", "H", "H", "H", "H", "H", "H", "H", "H", "H", "H", "H", "H", "H", "H", "H", "H", "H", "H", "H", "H", "H", "H"],
  "xyz": [[-6.794, -13.918, -27.452], [-10.338, -9.636, -25.180], [-9.884, -9.336, -22.019], [-3.040, -10.234, -21.004], [-8.205, -13.214, -25.816], [-12.162, -8.404, -24.718], [-8.106, -11.098, -26.482], [-8.491, -9.621, -17.934], [-5.043, -9.189, -20.874], [-8.412, -4.757, -24.335], [-11.250, -15.380, -18.095], [-9.822, -12.510, -21.777], [-10.940, -11.311, -18.366], [-10.048, -16.497, -19.591], [-12.116, -6.212, -24.170], [-18.753, -13.444, -22.767], [-12.918, -10.256, -18.395], [-8.341, -6.800, -23.372], [-6.996, -8.402, -16.847], [-11.590, -6.485, -17.997], [-11.367, -10.940, -21.684], [-17.548, -12.289, -21.249], [-11.729, -10.274, -16.520], [-11.950, -13.061, -22.195], [-4.297, -10.253, -22.729], [-11.093, -6.948, -26.031], [-8.707, -9.332, -15.713], [-12.412, -6.879, -19.942], [-8.067, -6.666, -25.500], [-5.116, -14.140, -22.435], [-10.298, -17.346, -17.521], [-5.209, -12.830, -20.595], [-11.755, -15.832, -24.950], [-7.084, -13.560, -21.581], [-10.310, -7.593, -19.477], [-8.070, -11.564, -24.283], [-16.622, -13.292, -23.039], [-13.103, -15.697, -23.118], [-12.375, -17.636, -24.012], [-11.819, -7.091, -24.900], [-8.125, -9.116, -16.724], [-13.696, -9.515, -17.432], [-19.968, -13.097, -22.124], [-12.956, -18.411, -22.925], [-2.732, -9.853, -19.670], [-10.228, -10.323, -21.106], [-10.513, -16.492, -18.313], [-4.204, -9.802, -21.481], [-10.852, -14.382, -19.029], [-8.692, -6.290, -22.099], [-8.113, -11.921, -25.411], [-11.343, -7.043, -19.186], [-8.001, -5.946, -26.714], [-7.409, -9.505, -18.856], [-5.745, -13.458, -21.447], [-11.479, -14.444, -25.016], [-12.481, -16.319, -23.935], [-13.059, -9.978, -16.131], [-10.569, -6.646, -17.000], [-11.128, -12.246, -21.922], [-10.208, -15.188, -20.165], [-6.463, -8.493, -18.171], [-5.828, -8.751, -23.909], [-8.017, -11.863, -27.666], [-5.542, -10.139, -23.394], [-11.246, -8.149, -26.791], [-6.063, -14.517, -23.430], [-11.524, -9.167, -25.690], [-17.629, -12.949, -22.254], [-11.859, -18.832, -21.965], [-7.981, -13.321, -27.206], [-12.546, -7.644, -21.150], [-7.475, -5.784, -21.330], [-9.158, -11.405, -21.138], [-7.422, -14.295, -22.765], [-11.763, -10.647, -17.819], [-15.314, -12.840, -22.698], [-14.712, -12.084, -23.865], [-11.201, -6.766, -15.626], [-8.295, -5.948, -24.398], [-10.548, -14.211, -24.498], [-10.484, -9.827, -20.180], [-6.841, -8.707, -24.311], [-9.973, -7.533, -17.217], [-11.409, -17.973, -21.470], [-8.787, -13.945, -27.583], [-7.088, -4.944, -21.919], [-5.104, -8.403, -24.648], [-13.373, -19.270, -23.445], [-11.313, -5.779, -15.174], [-8.629, -5.060, -26.738], [-12.089, -8.038, -27.473], [-8.212, -6.650, -27.518], [-20.597, -13.986, -22.099], [-14.682, -12.715, -24.761], [-6.667, -6.517, -21.275], [-8.286, -11.160, -21.729], [-7.134, -11.609, -28.253], [-5.829, -7.984, -23.133], [-7.795, -15.266, -22.420], [-8.886, -11.711, -28.309], [-10.545, -7.321, -14.956], [-9.875, -5.807, -17.077], [-20.465, -12.320, -22.703], [-13.592, -10.826, -15.693], [-7.714, -5.385, -20.347], [-6.971, -5.631, -26.922], [-8.931, -11.739, -20.127], [-10.192, -13.660, -18.549], [-5.500, -10.847, -24.221], [-1.981, -10.547, -19.299], [-19.808, -12.762, -21.103], [-8.214, -13.800, -23.306], [-2.243, -8.877, -19.693], [-5.944, -13.896, -24.321], [-12.088, -10.032, -26.032], [-13.524, -7.377, -21.530], [-11.773, -7.346, -21.852], [-9.245, -7.033, -21.530], [-12.159, -7.275, -15.705], [-6.385, -10.479, -22.790], [-5.935, -15.551, -23.740], [-9.379, -5.440, -22.158], [-3.602, -9.868, -19.023], [-11.692, -13.797, -19.405], [-13.073, -9.217, -15.351], [-10.328, -8.416, -27.306], [-10.781, -15.262, -21.085], [-5.467, -8.912, -18.100], [-12.462, -8.711, -20.952], [-6.931, -10.436, -19.164], [-13.626, -8.442, -17.609], [-13.638, -11.991, -23.675], [-12.314, -19.523, -21.254], [-7.856, -9.082, -19.759], [-15.167, -12.260, -21.790], [-13.715, -17.802, -22.440], [-14.700, -13.736, -22.595], [-6.535, -7.531, -18.669], [-11.318, -14.172, -26.060], [-9.209, -14.788, -20.334], [-15.124, -11.105, -24.104], [-14.724, -9.850, -17.543], [-12.323, -13.878, -24.625], [-11.067, -19.354, -22.502]],
  "atomic_forces_ev_per_a": [[0.231, -0.020, 0.101], [-0.098, -0.029, 0.004], [0.163, 0.045, 0.287], [-0.002, 0.076, -0.040], [0.397, -0.229, 0.018], [-0.197, -0.202, -0.007], [0.278, -0.120, 0.153], [0.325, -0.519, 0.560], [-0.174, 0.260, 0.113], [-0.071, 0.136, -0.165], [0.068, 0.103, 0.286], [0.026, -0.201, -0.001], [0.219, 0.224, -0.187], [0.061, 0.116, 0.248], [-0.050, 0.022, 0.219], [0.137, -0.324, -0.339], [0.147, 0.433, -0.138], [-0.253, -0.414, -0.414], [0.105, 0.278, 0.350], [-0.219, -0.036, -0.021], [-0.267, -0.152, 0.735], [-0.082, 0.019, 0.052], [0.107, -0.367, -0.136], [-0.141, 0.070, -0.270], [0.404, -0.121, 0.157], [-0.281, -0.150, -0.236], [-0.257, 0.432, 0.282], [-0.457, -0.018, 0.296], [-0.160, -0.211, 0.073], [-0.062, 0.061, 0.097], [-0.238, -0.228, 0.101], [0.162, -0.018, 0.218], [0.312, -0.202, -0.418], [-0.102, 0.401, -0.122], [-0.032, -0.267, -0.398], [-0.124, -0.142, 0.049], [-0.365, 0.034, 0.072], [0.050, 0.261, -0.066], [-0.063, -0.298, 0.152], [0.269, 0.228, -0.037], [0.297, -0.793, -0.807], [-0.192, -0.487, -0.013], [-0.394, -0.001, 0.285], [0.519, 0.264, -0.397], [0.695, 0.231, 0.120], [0.036, 0.542, -1.867], [0.049, 0.122, -0.489], [-0.088, -0.830, -0.118], [-0.431, 0.368, -0.763], [-0.345, 1.038, 1.597], [-0.073, 0.517, -0.194], [0.078, 0.136, 0.340], [0.914, 0.159, -0.760], [-0.372, 1.153, -0.843], [-0.180, 0.008, -0.448], [-0.269, 0.414, -0.014], [0.164, -0.031, 0.042], [-0.811, 0.831, 0.562], [0.703, -0.333, 0.202], [0.335, 0.177, 0.316], [0.712, 0.054, 0.575], [-0.670, -0.887, -0.286], [-0.124, 0.677, 0.014], [-0.203, -0.456, -0.856], [-0.791, 0.307, -0.389], [0.273, -0.276, 0.504], [-0.551, 0.355, -0.735], [0.354, 0.081, -0.613], [0.115, 0.489, 0.461], [-0.271, -0.058, -0.376], [-0.805, 0.342, 0.445], [0.563, 0.195, -0.015], [0.417, 0.295, -1.005], [-0.558, -0.567, 0.651], [0.206, -1.311, 0.967], [-0.350, -0.496, 0.355], [1.628, -0.161, -0.658], [0.888, -0.467, -0.575], [0.332, 0.510, -0.036], [0.119, 0.023, 0.533], [-0.177, -0.023, 0.335], [0.160, -0.188, 0.147], [0.116, -0.148, -0.254], [-0.328, -0.041, -0.153], [-0.137, -0.042, 0.223], [0.183, -0.137, -0.298], [0.133, -0.015, 0.188], [-0.046, -0.286, -0.166], [-0.233, -0.031, 0.209], [-0.408, -0.048, -0.047], [-0.264, -0.166, 0.116], [0.041, -0.080, -0.065], [-0.454, 0.018, 0.133], [0.057, -0.033, -0.141], [-0.607, 0.099, -0.045], [-0.168, -0.165, 0.196], [0.042, 0.277, 0.110], [0.144, 0.039, 0.257], [0.083, -0.310, 0.278], [-0.169, 0.125, -0.062], [-0.080, 0.230, 0.232], [0.007, -0.190, -0.150], [-0.146, 0.123, 0.077], [0.000, 0.047, 0.041], [0.387, -0.380, -0.306], [-0.213, -0.236, 0.088], [-0.051, 0.121, 0.353], [0.330, 0.154, -0.040], [0.244, -0.257, 0.051], [0.285, 0.002, -0.036], [-0.163, -0.230, -0.126], [0.139, 0.090, -0.054], [0.251, 0.325, -0.196], [-0.349, 0.127, 0.162], [0.195, 0.129, 0.140], [-0.365, 0.106, 0.403], [-0.036, -0.096, -0.095], [-0.018, -0.021, -0.124], [0.298, -0.493, -0.395], [-0.022, 0.074, 0.113], [0.290, 0.051, 0.446], [0.238, -0.054, 0.235], [0.014, -0.082, -0.565], [-0.070, 0.074, -0.068], [-0.293, -0.309, 0.284], [0.307, 0.087, -0.185], [0.050, 0.283, -0.072], [-0.141, 0.103, 0.043], [0.218, 0.435, -0.107], [-0.156, 0.012, 0.101], [-0.134, -0.266, 0.644], [0.197, -0.019, -0.110], [-0.140, 0.386, 0.395], [0.241, 0.120, 0.252], [0.227, 0.083, -0.038], [-0.946, -0.052, 0.164], [-0.114, -0.165, -0.029], [-0.161, -0.067, 0.178], [0.392, 0.130, 0.145], [-0.187, -0.299, -0.087], [-0.063, -0.100, -0.423], [-0.219, -0.042, 0.150], [-0.044, 0.125, 0.037], [0.200, 0.106, 0.181], [-0.045, -0.070, -0.013]],
  "mulliken_charge": [-0.33, -0.14, -0.10, -0.39, -0.20, -0.21, -0.30, 0.17, -0.41, -0.58, -0.44, 0.20, -0.45, -0.50, -0.52, -0.35, -0.18, 0.12, -0.41, -0.49, -0.24, -0.59, -0.25, -0.19, -0.48, -0.31, -0.53, -0.49, -0.02, -0.36, -0.55, -0.51, -0.45, -0.09, 0.09, 0.62, -0.26, -0.50, -0.41, 0.48, 0.29, -0.19, -0.66, -0.24, -0.53, 1.52, 0.56, 0.66, 0.33, 0.59, -0.05, 0.33, -0.95, 0.52, 0.32, 0.34, 0.77, -0.59, 0.96, -0.12, 1.22, 0.34, -0.64, -0.52, 0.83, -0.50, -0.24, 0.29, 0.75, -0.74, 0.23, 0.16, -1.34, 0.09, 0.57, 0.46, 0.15, -0.70, -1.24, 0.46, -0.23, -1.36, 0.05, -0.85, -0.01, 0.22, 0.46, 0.32, 0.29, 0.41, 0.36, 0.35, 0.22, 0.23, 0.30, 0.08, -0.44, 0.32, 0.05, 0.42, 0.32, 0.32, 0.42, 0.24, 0.33, 0.36, 0.32, 0.24, -0.14, 0.26, 0.28, 0.35, -0.54, 0.31, 0.05, 0.31, 0.38, -0.09, -0.54, 0.17, -0.37, 0.36, 0.43, 0.08, 0.14, 0.37, 0.25, -0.27, 0.08, -0.07, 0.11, 0.14, -0.21, 0.39, -0.54, 0.38, 0.29, -0.08, 0.07, 0.27, -0.30, 0.41, 0.37, -0.04, 0.29],
  "smiles": "O=C1OC[C@@H](F)O1.O=C1OC[C@@H](F)O1.O=C1OC[C@@H](F)O1.CCOC(=O)OC.CCOC(=O)OC.CCOC(=O)OC.CCOC(=O)OC.CCOC(=O)OC.O=C1OCCO1.O=C1OCCO1.O=C1OCCO1.O=C1OCCO1",
  "energy_ha": -4609.6837
}